Formula: C23H44Cl3N4O3SSiY
Source: the Open Molecules 2025 dataset
Level of theory: ωB97M-V with the def2-TZVPD basis set

Structure (XYZ):
```
80
Properties=species:S:1:pos:R:3
Y 0.1136 0.2880 0.3036
Cl 0.0400 1.5857 -1.8697
Cl -0.5054 2.9033 -6.0288
Cl -2.2869 0.2070 1.1790
S 0.5972 -1.3777 2.8528
Si -0.2804 4.6508 -4.8943
O 2.3622 -0.1335 0.3139
O 0.5052 2.0736 1.7814
O -0.0878 -1.7493 -0.4145
N 2.9602 -1.8122 -1.1213
N -1.3599 -0.6305 4.5231
N -0.0250 4.2790 2.0969
N 0.7061 0.3512 4.8799
C 1.5493 4.7404 -4.5262
C -0.9616 -3.2567 -1.9523
C 3.3765 -3.1980 -1.2465
C 0.2398 -5.2869 2.0759
C -2.1637 -4.3426 1.0519
C -0.8182 6.2500 -5.7659
C -1.4021 -2.2359 -2.9605
C -1.0337 -2.7408 -0.5165
C -0.4662 -4.4679 -2.2428
C 0.1672 1.6159 5.4055
C -0.2592 3.0733 1.6122
C -0.0639 -0.4988 4.1499
C -1.4239 4.2921 -3.4723
C -1.7484 -0.7447 5.9285
C 1.1490 4.5493 2.9229
C -0.9607 -5.8330 2.5305
C 2.9305 -1.2358 0.0741
C 2.4434 -1.1755 -2.3271
C -0.2680 -5.0185 -3.6170
C -0.9529 -3.8083 0.5831
C 0.2495 -4.2974 1.0855
C -0.8922 5.4069 1.7800
C -2.1651 -5.3673 2.0038
H -0.1584 -5.1345 -1.4324
H -1.9767 -1.7920 6.1717
H -2.0168 -2.2631 -0.4092
H -0.9442 -0.3696 6.5668
H 2.1767 -0.1298 -2.1429
H 1.7284 5.3751 2.4923
H -0.9225 -1.2640 -2.7507
H -0.9103 -5.8950 -3.7797
H -1.1507 3.3296 -3.0183
H -1.8654 6.1873 -6.0908
H 2.1117 4.9631 -5.4438
H 0.8415 4.8358 3.9364
H 1.5576 -1.7226 -2.6723
H 2.5133 -3.8460 -1.4684
H -1.9077 -1.1887 3.8642
H -2.4923 -2.0737 -2.8775
H -0.4828 -4.3018 -4.4130
H -1.1786 2.9432 1.0196
H -1.3648 5.0572 -2.6942
H 1.1839 -5.6210 2.4840
H -1.3612 5.8073 2.6908
H -0.1820 6.4549 -6.6385
H -3.1192 -5.7951 2.3357
H -2.4601 4.2127 -3.8259
H -3.1031 -3.9676 0.6308
H 1.8954 3.7793 -4.1300
H 1.6483 0.4272 4.4894
H 3.8362 -3.5104 -0.2996
H 0.7633 -5.3641 -3.7333
H 1.7673 5.5229 -3.7905
H -0.9237 1.5769 5.4220
H -2.6615 -0.1620 6.1015
H -0.9580 -6.6121 3.2921
H 0.5131 2.4550 4.7870
H 1.1776 -3.8800 0.7085
H 0.5481 1.7729 6.4205
H -0.7271 7.1001 -5.0707
H 3.4329 -1.7999 0.8774
H 4.1079 -3.2923 -2.0592
H 1.7612 3.6467 2.9644
H 3.2109 -1.2385 -3.1087
H -0.3259 6.2110 1.2964
H -1.6752 5.0578 1.1032
H -1.1714 -2.5472 -3.9840
```

The total charge is 0. The value obtained for the energy above the lowest of the compared OMol25 structures with the same formula, charge and spin is 0.0 kJ/mol. Its HOMO energy is -7.94 eV.

Here are the Löwdin charges for atoms 1 to 8, given in e:
1. Y 0.8227
2. Cl -0.0172
3. Cl 0.2751
4. Cl -0.1140
5. S 0.6606
6. Si 0.1128
7. O -0.1861
8. O -0.1772